(1)
DFT (the ωB97M-V functional and the def2-TZVPD basis) results for C13H26AlBBeClCsF4NO17PSi as an isolated structure.

XYZ file:
```
68
Properties=species:S:1:pos:R:3:forces:R:3
C -5.08714 3.55111 4.30061 0.166 -0.610 -0.181
C -4.13182 3.23770 3.12975 -0.443 -0.323 0.271
C -4.68928 2.15274 2.17466 0.780 0.591 -0.175
Si -4.48858 0.41144 2.79316 -1.273 -0.165 -0.390
Cl -4.59549 0.19771 4.77322 0.284 -0.040 0.654
C -5.87256 -0.65811 2.09116 0.548 0.417 -0.091
N -5.97899 -0.59722 0.62309 -0.108 -0.425 0.390
P -2.37161 -0.39887 2.34596 0.341 1.059 1.716
O -1.58422 -0.21517 3.56347 0.024 0.153 -0.062
O -2.41400 -2.06007 2.03145 0.538 -0.897 -1.882
O -1.58972 0.21595 1.08282 -0.309 -0.654 -0.592
H -4.63260 3.24898 5.23903 0.020 0.275 0.183
H -5.37705 4.59554 4.33049 -0.006 0.078 0.077
H -5.97919 2.93129 4.21723 -0.225 0.171 -0.009
H -3.19652 2.86057 3.54290 0.251 0.293 -0.083
H -3.94248 4.14083 2.55676 0.204 0.039 -0.029
H -4.15015 2.26888 1.22789 -0.034 -0.231 -0.141
H -5.73646 2.35703 1.94216 -0.139 -0.157 0.090
H -6.79562 -0.26760 2.51980 -0.056 -0.082 0.176
H -5.74871 -1.67434 2.46292 -0.241 -0.188 -0.219
H -6.13585 0.35738 0.32791 0.108 0.023 -0.105
H -5.12523 -0.94613 0.21785 0.036 0.066 -0.371
H -2.68135 -2.46600 2.88496 0.339 -0.214 0.080
H -0.96461 0.86314 1.45831 0.190 -0.115 -0.141
C -4.84787 -1.94692 -3.06989 -0.800 -0.356 0.662
O -4.55905 -1.15355 -1.93502 0.587 -0.020 -0.302
H -4.93032 -2.98702 -2.76849 -0.049 0.036 0.130
H -5.79362 -1.62551 -3.52733 0.086 -0.171 -0.135
H -4.03712 -1.83241 -3.78708 -2.859 -3.113 2.707
H -4.50363 -0.23088 -2.20652 -0.285 0.127 0.336
B 2.44092 -0.68146 1.13570 0.678 0.625 -0.017
O 2.14848 0.71822 1.06896 -0.292 -0.148 0.029
C 3.32140 1.40080 1.09310 -0.031 -0.139 -0.071
O 3.43782 2.57646 1.03761 -0.034 0.049 -0.041
C 4.43808 0.34201 1.18250 0.412 -0.105 0.072
O 5.60165 0.53834 1.22836 0.027 0.063 0.215
O 3.84330 -0.87516 1.20343 -0.289 0.004 0.064
O 1.69188 -1.34546 2.31618 -0.060 -0.194 -0.103
C 0.90828 -2.19961 1.82683 0.450 0.009 0.327
O 0.06755 -2.95927 2.37084 -0.950 -0.088 -0.558
C 0.99660 -2.25310 0.34979 0.898 0.205 -0.794
O 0.28056 -3.05741 -0.31126 -2.258 0.503 1.629
O 1.84240 -1.41858 -0.08271 -0.128 -0.082 -0.070
O 5.33107 0.79909 -1.58619 -0.200 0.074 -0.176
H 5.28763 1.74059 -1.38651 0.071 0.009 -0.016
H 6.24895 0.56723 -1.40378 -0.004 -0.029 -0.010
C 4.80474 0.12071 -6.92207 -0.017 0.277 -0.174
C 6.16413 0.15680 -6.26946 -0.147 -0.158 -0.058
C 6.15904 -0.11003 -4.77730 0.022 -0.155 -0.029
O 7.28840 0.63527 -4.33247 -0.169 0.070 0.087
C 7.48643 1.64933 -5.20904 0.240 0.090 -0.092
O 8.21884 2.56358 -5.02826 -0.107 0.103 0.076
O 6.72475 1.47657 -6.31846 -0.075 -0.096 0.077
H 4.19221 0.95235 -6.56921 -0.018 -0.052 0.119
H 4.89392 0.21814 -8.00355 0.008 -0.044 -0.009
H 4.30048 -0.82120 -6.69990 0.035 -0.025 0.012
H 6.85321 -0.51850 -6.78259 0.106 0.033 0.081
H 6.28031 -1.16246 -4.53167 0.166 0.020 0.045
H 5.26552 0.27536 -4.27762 -0.031 0.024 -0.050
Cs -3.07554 -0.70711 -4.83681 3.503 3.508 -3.550
Be -0.97087 -2.98476 1.10010 0.710 0.149 0.997
O 10.24527 -0.00141 -6.17139 -0.316 -0.162 -0.063
H 9.67810 0.60901 -5.68439 0.250 0.058 0.046
F -1.80584 -3.25944 8.56183 -0.009 -0.196 0.057
Al -2.08056 -2.11843 7.36669 -0.019 0.123 0.003
F -0.67882 -1.25039 7.04519 0.152 0.056 -0.123
F -3.30848 -1.05786 7.83047 -0.177 0.086 -0.101
F -2.58096 -2.88873 5.92383 -0.071 -0.030 -0.394
```
Positions in Å, forces in eV/Å.

Computed properties:
LUMO level: -3.90 eV
calculated total energy: -3637.81699 a.u.
net charge: 0

Mulliken population analysis, charges in e, atoms 1 to 6: number 1, C, carries -1.15; number 2, C, carries -0.38; number 3, C, carries -0.80; number 4, Si, carries 0.30; number 5, Cl, carries -0.21; number 6, C, carries -0.61

(2)
DFT (the ωB97M-V functional and the def2-TZVPD basis) results for C13H26B2F3N2O15Tl as an isolated structure.

XYZ file:
```
62
Properties=species:S:1:pos:R:3:forces:R:3
Tl 0.33235 4.26043 -1.21582 5.274 9.613 -4.816
B 0.39887 3.97497 1.11800 2.263 -0.664 -1.833
H -0.12950 3.13616 0.69201 -0.316 -1.902 2.215
H 0.36707 3.90572 2.19431 -1.238 0.653 3.890
H 1.40035 3.92263 0.71983 3.927 0.051 -1.039
H -0.15691 4.81911 0.74015 -1.689 4.918 0.741
B -1.80427 4.36961 -0.23830 -3.549 4.437 2.394
H -2.09774 4.37312 -1.27662 -0.320 -1.316 -4.583
H -1.23164 5.27356 -0.09969 0.059 3.805 0.149
H -2.64527 4.32329 0.43608 -2.694 -0.092 2.378
H -1.17901 3.50546 -0.07539 1.357 -5.125 1.516
C 0.33225 0.32799 -0.06090 0.097 2.967 1.331
C -0.50642 1.61595 -0.16930 -1.850 -2.589 4.777
O -1.42540 1.87345 0.67267 0.785 -2.331 -2.424
O -0.15836 2.51918 -0.95179 -0.271 -9.388 -3.965
H 1.25754 0.41843 0.50809 -0.939 2.299 -0.892
H 0.74147 -0.02342 -1.00808 -1.677 2.056 3.659
H -0.12593 -0.52273 0.44352 0.795 4.244 -1.914
C -2.46758 0.92881 -2.16232 -2.874 2.762 -2.011
C -1.48607 0.01616 -2.82702 -4.802 1.445 -0.949
O -2.22318 -1.19147 -2.70385 1.454 -1.586 -0.329
C -3.06457 -1.10951 -1.61974 -0.892 -1.220 1.705
O -3.44319 -2.00919 -0.90027 -0.319 1.577 -2.807
O -3.37378 0.13715 -1.40317 0.776 0.783 0.530
F -0.48227 0.12286 -2.05770 0.761 -1.269 -0.634
H -3.12174 1.36704 -2.91607 0.095 0.333 -0.270
H -2.05409 1.77216 -1.60927 -0.241 -0.643 0.027
H -1.17974 0.29688 -3.83473 -0.494 -0.681 -0.309
C 3.31659 -1.09979 0.80258 1.263 1.109 -0.955
C 3.31584 -2.58358 0.73254 2.991 -1.012 2.406
O 2.41360 -2.94495 1.77341 -0.976 0.842 0.173
C 1.56301 -1.85174 1.92280 -0.860 -2.448 3.585
O 0.57652 -1.78474 2.66580 5.151 -6.034 -1.873
O 1.99251 -0.88498 1.13793 0.723 -0.117 1.367
F 4.60800 -2.78752 1.09452 1.395 -1.858 0.827
H 3.61098 -0.54365 -0.08744 -0.553 -0.319 -0.127
H 4.06258 -0.71496 1.49793 -0.617 -0.316 1.008
H 3.12339 -3.13162 -0.18980 0.936 -1.160 2.433
C -0.37602 -2.29322 0.25868 -0.494 -3.134 -1.373
C -1.55156 -3.28568 -0.00133 0.384 2.415 0.707
O -2.44623 -2.92303 1.03549 0.167 1.201 0.669
C -2.02745 -1.78617 1.67242 -2.968 0.933 3.203
O -2.59931 -1.21288 2.61348 1.979 -2.310 -3.606
O -0.86492 -1.33621 1.14717 -4.137 -3.648 -0.109
F -1.24753 -4.52245 0.25755 1.258 -2.709 0.129
H 0.02756 -1.90794 -0.67768 -0.777 0.366 0.468
H 0.42965 -2.89221 0.68318 -0.332 -0.142 0.063
H -1.93400 -3.19957 -1.01840 -0.242 -0.327 0.551
C 1.30243 -2.45738 -2.89883 -0.801 0.613 -0.186
N 1.81953 -1.57709 -1.83118 -1.654 -2.362 -4.824
O 2.55621 -2.12972 -1.08896 -0.076 0.985 -2.103
O 1.45403 -0.46135 -1.85155 6.075 0.713 -3.663
H 2.16715 -3.03679 -3.22232 -0.546 -0.172 -0.153
H 0.87884 -1.76707 -3.62831 0.215 -0.467 -0.339
H 0.47757 -3.00414 -2.44195 0.253 -0.552 -0.270
C 0.28930 0.19315 2.79433 -0.964 1.746 0.840
N 0.61037 1.60568 2.81797 -0.266 1.974 -1.413
O 1.73993 1.94930 2.45255 -0.204 -0.513 0.939
O -0.31343 2.40494 2.90289 0.498 -1.123 2.259
H -0.79774 0.11588 2.81551 0.287 0.211 0.299
H 0.70068 -0.37381 3.62946 0.255 1.882 0.360
H 0.64896 -0.17867 1.83490 -0.845 2.594 2.174
```
Positions in Å, forces in eV/Å.

Computed properties:
LUMO level: -3.54 eV
calculated total energy: -2269.52095 a.u.
ΔE to the lowest compared entry with this formula, charge and spin: 2290.3 kJ/mol
net charge: 0

Mulliken population analysis, charges in e, atoms 1 to 6: number 1, Tl, carries 0.35; number 2, B, carries 1.31; number 3, H, carries -1.93; number 4, H, carries 0.06; number 5, H, carries -0.01; number 6, H, carries 0.15

(3)
DFT (the ωB97M-V functional and the def2-TZVPD basis) results for a 3-piece molecular cluster, C13H26BIN2O6 overall.

XYZ file:
```
49
Properties=species:S:1:pos:R:3:forces:R:3
C 3.28239 -1.29936 -3.66821 0.028 0.013 -0.020
C 1.80008 -1.16006 -3.98378 0.264 0.023 -0.221
C 0.83890 -0.60197 -2.92690 -0.559 -0.308 -0.275
I 1.70653 -0.22353 -0.96682 0.126 0.158 0.096
B -0.54100 -1.51264 -2.74782 -0.009 0.093 0.132
C -1.51341 -1.21859 -4.05950 0.147 -0.045 0.077
C -2.60570 -0.15115 -3.82545 -0.396 0.030 0.040
C -1.97763 1.19442 -3.73541 0.094 0.113 0.197
O -1.59676 1.87193 -4.65815 0.118 0.043 -0.164
O -1.80832 1.62179 -2.44164 0.148 -0.258 0.126
C -0.25962 -3.13084 -2.56335 0.237 0.270 0.118
O 0.93654 -3.57221 -2.51549 -0.082 -0.036 0.002
O -1.29125 -3.85228 -2.44192 -0.173 -0.318 -0.087
H 3.42797 -2.02232 -2.86758 -0.019 0.008 0.091
H 3.81563 -1.66412 -4.55214 0.021 -0.039 -0.054
H 3.72966 -0.34508 -3.38069 0.034 0.013 0.093
H 1.43914 -2.15003 -4.25486 -0.046 -0.078 0.032
H 1.72297 -0.51332 -4.86697 -0.104 0.030 -0.044
H 0.57117 0.41248 -3.23201 0.155 0.162 0.206
H -1.15167 -1.11789 -1.74915 0.037 -0.004 -0.003
H -0.93589 -0.91227 -4.94088 -0.023 -0.044 -0.144
H -2.03167 -2.14548 -4.31026 -0.018 -0.092 0.039
H -3.10059 -0.36219 -2.87881 -0.014 -0.085 0.037
H -3.35719 -0.13920 -4.62181 0.070 0.084 -0.144
H -0.89647 1.93207 -2.34117 -0.124 0.229 -0.076
C 2.37700 1.62881 3.10872 -0.085 -0.196 0.011
O 2.04515 1.75294 1.95144 0.145 0.329 0.002
N 2.23175 0.47530 3.79887 0.052 -0.075 0.065
C 2.57975 0.36200 5.19289 -0.043 -0.048 -0.102
C 1.71254 -0.68576 3.08351 0.049 0.039 0.029
H 2.82853 2.44328 3.70555 -0.043 -0.006 0.012
H 3.35899 -0.39128 5.34335 0.003 0.004 0.027
H 1.70771 0.08661 5.79159 0.005 0.019 0.021
H 2.94907 1.32164 5.55131 0.003 0.022 0.015
H 2.35038 -0.93773 2.23618 -0.022 0.004 -0.023
H 0.71862 -0.48997 2.68432 -0.004 -0.032 -0.023
H 1.66610 -1.52862 3.77019 0.004 -0.008 0.016
C -2.00624 1.80809 4.62811 -0.016 -0.043 0.023
O -1.03814 2.41812 5.05259 0.032 0.020 0.022
N -2.21400 1.46326 3.35166 -0.052 -0.011 -0.117
C -3.39016 0.72419 2.94040 0.053 -0.003 -0.004
C -1.23065 1.81675 2.33191 -0.005 0.021 0.066
H -2.82406 1.47643 5.29542 0.007 0.002 -0.003
H -3.10794 -0.22688 2.48657 -0.010 0.002 -0.021
H -3.96626 1.29396 2.20907 -0.008 -0.011 -0.010
H -4.01947 0.52805 3.80775 -0.009 -0.003 0.015
H -0.25885 1.39634 2.57032 0.007 0.021 -0.050
H -1.11592 2.89845 2.26765 -0.011 0.021 0.005
H -1.55768 1.42780 1.37139 0.038 -0.030 -0.031
```
Positions in Å, forces in eV/Å.

Computed properties:
LUMO level: 4.10 eV
calculated total energy: -1394.45643 a.u.
ΔE to the lowest compared entry with this formula, charge and spin: 0.0 kJ/mol
net charge: -2

Mulliken population analysis, charges in e, atoms 1 to 6: number 1, C, carries -1.58; number 2, C, carries -0.14; number 3, C, carries -0.51; number 4, I, carries -0.24; number 5, B, carries 0.47; number 6, C, carries -0.86

(4)
DFT (the ωB97M-V functional and the def2-TZVPD basis) results for a single C13H26BN3O4 molecule.

XYZ file:
```
47
Properties=species:S:1:pos:R:3:forces:R:3
N -1.49191 -3.11827 -0.03635 -0.552 -0.717 0.951
C -1.08610 -1.74624 0.14501 -0.103 0.285 0.336
C 0.24357 -1.60115 -0.54282 -0.574 -0.961 1.025
O 0.66480 -0.58281 -0.99216 1.235 1.296 -0.954
O 0.91586 -2.75508 -0.61395 -0.022 0.086 -0.516
C -2.06149 -0.74380 -0.54154 0.382 0.285 1.954
N -2.14703 0.44945 0.34859 0.243 0.293 -0.191
C -1.29053 1.60876 -0.02968 -0.249 -1.353 -0.094
C -1.58712 2.19969 -1.44590 1.890 0.036 0.638
C -1.47072 3.77224 -1.40621 0.746 -1.253 -1.216
C -0.38930 4.10339 -2.47920 0.135 0.459 0.202
C 0.41262 2.81573 -2.70317 -0.222 -0.389 1.401
N -0.52427 1.71286 -2.39990 -0.761 0.810 -0.381
C -1.90639 -0.03393 1.75358 -0.631 0.687 -0.646
C -1.02209 -1.29009 1.67469 0.445 -0.191 -0.609
C 0.41032 -1.07010 2.19384 -0.421 -0.774 0.006
C 1.27252 -2.35445 2.38744 -1.337 -0.077 0.185
C 2.71817 -1.98570 2.34156 1.883 0.406 -0.039
B 3.11728 -1.36338 0.97283 0.162 1.045 -1.018
O 2.94795 -0.00560 0.66607 -1.003 0.073 -0.639
O 3.67445 -2.16075 0.01281 0.132 -0.544 -0.733
H -1.57476 -3.31208 -1.01972 -0.198 -0.116 -0.388
H -0.73173 -3.72385 0.28250 -0.554 0.109 -0.014
H 1.69778 -2.58793 -1.14517 0.627 -0.071 -0.004
H -1.74453 -0.58300 -1.55259 0.111 0.759 -0.490
H -3.03468 -1.18794 -0.58729 -0.619 -0.504 0.099
H -0.24827 1.23674 0.01354 -0.074 0.748 -0.157
H -1.40868 2.34879 0.75149 -0.205 0.194 0.103
H -2.53752 1.86075 -1.83641 -0.395 0.046 0.254
H -1.10850 4.12442 -0.44876 -0.068 -0.091 0.290
H -2.43741 4.20673 -1.60077 -0.228 0.349 -0.104
H 0.23768 4.94151 -2.13346 -0.034 -0.395 -0.054
H -0.77060 4.44801 -3.44075 -0.471 -0.170 0.081
H 0.83422 2.77441 -3.69118 -0.080 -0.194 -0.638
H 1.27222 2.73209 -2.02341 0.047 0.379 0.122
H -0.05694 0.90486 -2.00510 -0.026 0.377 -0.187
H -2.91522 -0.22945 2.18855 0.770 -0.214 -0.177
H -1.44467 0.75268 2.40644 -0.317 -0.485 -0.814
H -1.45388 -2.07372 2.27548 -0.319 -0.512 0.028
H 0.92116 -0.37384 1.54169 0.127 0.113 -0.097
H 0.35743 -0.56249 3.14378 -0.083 0.207 0.479
H 1.03425 -3.11849 1.63137 0.235 0.418 0.032
H 1.05319 -2.89603 3.31996 -0.217 0.531 0.045
H 3.36325 -2.85160 2.51603 -0.084 -0.006 0.105
H 3.03162 -1.19879 3.05655 -0.565 -0.433 0.178
H 2.38526 0.21782 -0.13233 1.141 -0.594 1.197
H 3.87876 -1.70034 -0.81598 0.101 0.055 0.448
```
Positions in Å, forces in eV/Å.

Computed properties:
LUMO level: 0.33 eV
calculated total energy: -1001.11522 a.u.
ΔE to the lowest compared entry with this formula, charge and spin: 41.2 kJ/mol
net charge: 0

Mulliken population analysis, charges in e, atoms 1 to 6: number 1, N, carries -0.79; number 2, C, carries 2.03; number 3, C, carries -0.78; number 4, O, carries -0.66; number 5, O, carries -0.46; number 6, C, carries -1.61

Question: net charge of number 3 (C13H26BIN2O6)?
Answer: -2

Question: Among the records above, which one has the highest LUMO level?
Answer: C13H26BIN2O6

Question: Among the records above, which one has the highest LUMO level?
Answer: C13H26BIN2O6

Question: The lowest net charge belongs to which entry?
Answer: C13H26BIN2O6